Record 1
Formula: C2H4N2OS
Source: the OMol25 dataset
Level of theory: the ωB97M-V functional and the def2-TZVPD basis

The geometry in XYZ format:
```
10
C2H4N2OS | the OMol25 dataset | the ωB97M-V functional and the def2-TZVPD basis
H 2.147 1.371 -1.656
N 1.697 0.385 -1.150
C 0.472 0.491 -0.984
N -0.095 -0.430 0.005
S 1.190 -0.694 1.216
C -1.428 -0.430 0.435
O -2.001 -0.881 1.414
H -0.323 1.186 -1.353
H 0.423 -0.873 2.365
H -2.082 -0.124 -0.293
```

SMILES string: [H]/N=C/N(S)C=O
LUMO, eV: 0.576
HOMO-LUMO gap, eV: 9.71
ΔE to the lowest compared entry with this formula, charge and spin, kcal per mole: 72.4
Energy, Eh: -661.47022

=====

Record 2
Formula: C2H4N2OS
Source: the OMol25 dataset
Level of theory: the ωB97M-V functional and the def2-TZVPD basis

The geometry in XYZ format:
```
10
C2H4N2OS | the OMol25 dataset | the ωB97M-V functional and the def2-TZVPD basis
H 2.989 0.236 0.598
N 2.545 -0.055 -0.343
C 1.223 -0.148 -0.485
N 0.299 0.335 0.433
S -1.027 1.047 -0.340
C -2.206 -0.199 0.018
O -3.351 -0.236 -0.255
H 0.646 -0.618 -1.334
H 0.571 0.779 1.247
H -1.688 -1.142 0.460
```

SMILES string: [H]/N=C\NSC=O
LUMO, eV: 0.539
HOMO-LUMO gap, eV: 10.32
ΔE to the lowest compared entry with this formula, charge and spin, kcal per mole: 59.3
Energy, Eh: -661.49110

=====

Record 3
Formula: C2H4N2OS
Source: the OMol25 dataset
Level of theory: the ωB97M-V functional and the def2-TZVPD basis

The geometry in XYZ format:
```
10
C2H4N2OS | the OMol25 dataset | the ωB97M-V functional and the def2-TZVPD basis
N 0.429 -2.277 0.126
N 1.686 -1.685 0.014
C 2.107 -0.571 0.152
S 2.999 0.665 0.018
H 0.171 -2.907 -0.575
H -0.343 -1.541 0.105
C -0.665 1.749 0.018
O 0.141 0.961 0.308
H -1.361 2.340 0.737
H -0.932 2.088 -0.990
```

SMILES string: NN=C=S.C=O
LUMO, eV: 0.550
HOMO-LUMO gap, eV: 8.77
ΔE to the lowest compared entry with this formula, charge and spin, kcal per mole: 95.1
Energy, Eh: -661.43396

=====

Record 4
Formula: C2H4N2OS
Source: the OMol25 dataset
Level of theory: the ωB97M-V functional and the def2-TZVPD basis

The geometry in XYZ format:
```
10
C2H4N2OS | the OMol25 dataset | the ωB97M-V functional and the def2-TZVPD basis
C -0.039 -1.962 -1.544
N -0.279 -1.110 -0.564
S 0.588 0.373 -0.967
C 0.417 1.287 0.605
N -0.238 1.205 1.621
O -1.023 0.066 1.976
H -0.317 -3.080 -1.305
H 0.487 -1.623 -2.432
H 0.894 2.097 0.309
H -0.940 -0.519 1.330
```

SMILES string: C=NS/C=N\O
LUMO, eV: 0.194
HOMO-LUMO gap, eV: 9.37
ΔE to the lowest compared entry with this formula, charge and spin, kcal per mole: 121.0
Energy, Eh: -661.39266

=====

Record 5
Formula: C2H4N2OS2
Source: the OMol25 dataset
Level of theory: the ωB97M-V functional and the def2-TZVPD basis

The geometry in XYZ format:
```
11
C2H4N2OS2 | the OMol25 dataset | the ωB97M-V functional and the def2-TZVPD basis
N 0.080 1.432 -0.313
N 1.067 0.399 -0.468
C 0.729 -0.780 -0.022
S 1.807 -2.031 0.124
C -0.887 -0.886 0.302
O -1.208 -0.406 1.503
S -1.850 -1.646 -0.743
H 0.633 2.245 0.234
H -0.137 1.696 -1.284
H 1.990 0.506 -1.054
H -2.223 -0.529 1.722
```

SMILES string: NNC(=S)C(O)=S
LUMO, eV: 0.342
HOMO-LUMO gap, eV: 8.79
ΔE to the lowest compared entry with this formula, charge and spin, kcal per mole: 53.4
Energy, Eh: -1059.65813

=====

Record 6
Formula: C2H4N2OS2
Source: the OMol25 dataset
Level of theory: the ωB97M-V functional and the def2-TZVPD basis

The geometry in XYZ format:
```
11
C2H4N2OS2 | the OMol25 dataset | the ωB97M-V functional and the def2-TZVPD basis
O -1.455 -2.347 0.123
N -0.820 -2.022 1.287
C -0.444 -0.822 1.492
S -0.628 0.456 0.254
C 1.083 0.647 -0.240
N 1.554 1.388 -1.168
S 0.886 2.525 -2.112
H -1.659 -1.526 -0.460
H 0.113 -0.761 2.492
H 1.825 -0.091 0.151
H -0.455 2.554 -1.819
```

SMILES string: O/N=C\S/C=N\S
LUMO, eV: 0.387
HOMO-LUMO gap, eV: 9.45
ΔE to the lowest compared entry with this formula, charge and spin, kcal per mole: 79.0
Energy, Eh: -1059.61734

=====

Record 7
Formula: C2H4N2S
Source: the OMol25 dataset
Level of theory: the ωB97M-V functional and the def2-TZVPD basis

The geometry in XYZ format:
```
9
C2H4N2S | the OMol25 dataset | the ωB97M-V functional and the def2-TZVPD basis
N 3.183 0.777 -0.302
C 2.140 0.482 0.069
C 0.621 -0.112 0.610
N -0.457 0.675 0.247
S 0.366 -1.798 0.012
H 0.847 -0.249 1.722
H -1.257 0.217 -0.011
H -0.174 1.222 -0.603
H 1.081 -2.456 0.837
```

SMILES string: N#C[C@@H](N)S
LUMO, eV: 0.623
HOMO-LUMO gap, eV: 10.50
ΔE to the lowest compared entry with this formula, charge and spin, kcal per mole: 31.8
Energy, Eh: -586.24369

=====

Record 8
Formula: C2H4N2S
Source: the OMol25 dataset
Level of theory: the ωB97M-V functional and the def2-TZVPD basis

The geometry in XYZ format:
```
9
C2H4N2S | the OMol25 dataset | the ωB97M-V functional and the def2-TZVPD basis
H -2.387 0.149 0.121
N -1.999 -0.763 0.020
C -0.746 -0.735 -0.067
N 0.060 0.450 -0.020
C 1.444 0.508 0.007
S 2.436 -0.758 0.003
H -0.174 -1.666 -0.014
H -0.462 1.301 -0.015
H 1.828 1.513 -0.035
```

SMILES string: [H]/N=C\NC=S
LUMO, eV: 0.011
HOMO-LUMO gap, eV: 8.95
ΔE to the lowest compared entry with this formula, charge and spin, kcal per mole: 6.4
Energy, Eh: -586.28425

=====

Record 9
Formula: C2H4N2S
Source: the OMol25 dataset
Level of theory: the ωB97M-V functional and the def2-TZVPD basis

The geometry in XYZ format:
```
9
C2H4N2S | the OMol25 dataset | the ωB97M-V functional and the def2-TZVPD basis
C 0.970 -0.419 -0.282
N -0.369 0.125 -0.120
S -0.588 1.812 0.063
C -1.442 -0.660 -0.057
N -2.392 -1.314 0.005
H 0.946 -1.455 0.206
H 1.367 -0.510 -1.309
H 1.587 0.302 0.182
H -0.079 2.120 1.313
```

SMILES string: CN(S)C#N
LUMO, eV: 0.451
HOMO-LUMO gap, eV: 10.03
ΔE to the lowest compared entry with this formula, charge and spin, kcal per mole: 29.7
Energy, Eh: -586.24704

=====

Record 10
Formula: C2H4N2S2
Source: the OMol25 dataset
Level of theory: the ωB97M-V functional and the def2-TZVPD basis

The geometry in XYZ format:
```
10
C2H4N2S2 | the OMol25 dataset | the ωB97M-V functional and the def2-TZVPD basis
C -1.699 -0.858 -0.580
C 1.789 0.275 0.385
N -1.429 0.277 -1.099
N -0.958 1.256 -0.445
S -1.191 -1.059 1.167
S -0.360 0.857 1.072
H -2.077 -1.561 -1.145
H 2.423 -0.447 0.843
H 2.096 1.266 0.358
H 1.406 -0.007 -0.555
```

LUMO (spin up / spin down), eV: -0.325 / -0.323
HOMO-LUMO gap (spin up / spin down), eV: 7.35 / 7.35
ΔE to the lowest compared entry with this formula, charge and spin, kcal per mole: 110.5
Energy, Eh: -984.33884

=====

Record 11
Formula: C2H4N2S2
Source: the OMol25 dataset
Level of theory: the ωB97M-V functional and the def2-TZVPD basis

The geometry in XYZ format:
```
10
C2H4N2S2 | the OMol25 dataset | the ωB97M-V functional and the def2-TZVPD basis
N -0.137 1.122 2.019
S 0.803 0.496 0.678
C -0.407 -0.308 -0.222
C -0.307 -0.725 -1.530
N 0.682 -0.562 -2.385
S 2.153 -0.149 -2.020
H -0.764 0.406 2.378
H 0.478 1.423 2.763
H -1.333 -0.492 0.295
H -1.166 -1.211 -1.976
```

SMILES string: NS/C=C\N=S
LUMO, eV: -1.247
HOMO-LUMO gap, eV: 6.55
ΔE to the lowest compared entry with this formula, charge and spin, kcal per mole: 72.2
Energy, Eh: -984.39989

=====

Record 12
Formula: C2H4N2S2
Source: the OMol25 dataset
Level of theory: the ωB97M-V functional and the def2-TZVPD basis

The geometry in XYZ format:
```
10
C2H4N2S2 | the OMol25 dataset | the ωB97M-V functional and the def2-TZVPD basis
N 0.800 -2.077 -0.522
C 0.495 -0.906 -0.314
C 0.263 0.377 -0.164
N 0.953 1.126 0.759
S -1.185 1.052 -0.775
S -2.232 0.054 0.679
H 1.634 -2.242 -1.151
H 0.683 2.061 0.741
H 1.937 0.990 0.929
H -3.348 -0.436 -0.183
```

SMILES string: N=C=C(N)SS
LUMO, eV: 0.374
HOMO-LUMO gap, eV: 7.88
ΔE to the lowest compared entry with this formula, charge and spin, kcal per mole: 68.1
Energy, Eh: -984.40634